Record 1
A cluster of 2 separate species, C3H12NOS in total in a non-equilibrium geometry, computed with wB97M-V/def2-TZVPD.

The geometry in XYZ format:
```
18
Properties=species:S:1:pos:R:3
H 1.367 0.990 0.231
H -0.632 0.788 1.226
H -0.061 -0.777 2.087
H 0.597 -1.497 -0.453
H 1.081 1.433 1.752
C -0.105 -0.141 1.215
H 0.422 0.195 -3.405
H -0.929 -1.715 0.368
N 1.305 0.618 1.166
H 0.230 1.964 4.100
C -0.256 -0.934 -0.107
O 0.703 1.182 3.680
H 0.229 0.368 3.958
H -1.929 -0.086 -1.030
H 2.113 0.038 1.369
C -0.829 -0.035 -1.167
S -0.599 -0.608 -2.889
H -0.402 1.050 -1.072
```

The calculation puts the HOMO energy at -12.479 eV. The value obtained for the relative energy (zero: lowest compared OMol25 entry of this formula, charge and spin) is 156.8 kJ/mol. Its max |F| is 4.1 eV Å⁻¹. The net charge is +1.

=====

Record 2
A cluster of 2 separate species, C3H12NP2 in total in a non-equilibrium geometry, computed with wB97M-V/def2-TZVPD.

The geometry in XYZ format:
```
18
Properties=species:S:1:pos:R:3
H 0.567 2.017 1.020
H 0.264 -0.849 0.392
H -3.940 -1.206 0.385
P -2.958 -0.463 -0.245
H 1.373 0.414 -1.428
N 1.264 -0.603 0.647
H 1.213 -0.079 1.588
H 1.074 2.599 -0.715
H 2.462 0.940 -0.343
H -3.271 -0.900 -1.511
C 0.662 1.853 -0.075
C 1.512 0.551 -0.328
H 0.555 -2.996 -0.069
H 3.167 -1.174 0.625
H -0.405 1.890 -0.304
C 2.220 -1.644 0.472
P 1.867 -3.163 -0.176
H -4.101 0.325 -0.220
```

The calculation puts the HOMO energy at -13.865 eV. The value obtained for the relative energy (zero: lowest compared OMol25 entry of this formula, charge and spin) is 139.2 kJ/mol. Its max |F| is 4.3 eV Å⁻¹. The net charge is +1.

=====

Record 3
A cluster of 2 separate species, C3H12NS in total in a non-equilibrium geometry, computed with wB97M-V/def2-TZVPD.

The geometry in XYZ format:
```
17
Properties=species:S:1:pos:R:3
N 0.901 -1.110 -1.348
H 1.644 -1.727 -1.078
H 1.068 -0.192 -0.907
C -0.927 0.865 0.362
H -0.500 -0.156 2.311
S -1.270 -1.874 0.797
C 0.091 1.937 -0.004
C -0.394 -0.286 1.227
H 0.438 2.433 0.903
H 0.896 -1.032 -2.384
H -1.871 1.276 0.857
H -1.202 0.418 -0.590
H 0.995 1.469 -0.466
H -0.276 2.596 -0.794
H 0.001 -1.466 -0.966
H 0.678 -0.436 1.093
H -0.271 -2.715 0.988
```

The calculation puts the HOMO energy at -13.744 eV. The value obtained for the relative energy (zero: lowest compared OMol25 entry of this formula, charge and spin) is 53.2 kJ/mol. Its max |F| is 1.6 eV Å⁻¹. The net charge is +1.

=====

Record 4
A cluster of 2 separate species, C3H12NS3 in total, computed with wB97M-V/def2-TZVPD.

The geometry in XYZ format:
```
19
Properties=species:S:1:pos:R:3
H -0.163 -1.350 -0.820
H 1.429 -0.944 -0.862
H -1.179 0.326 3.069
S -0.419 1.810 -3.812
H -0.030 -0.484 -3.175
C 0.362 0.482 -2.861
H -1.596 1.752 -3.180
C 0.179 0.670 -1.361
H 0.839 1.443 -0.979
H -0.853 0.913 -1.140
H 0.166 0.653 4.180
C -0.099 0.437 3.152
S -0.918 -2.404 2.367
S 0.664 -1.126 2.603
H 0.213 1.255 2.514
H -1.024 -2.859 3.626
N 0.498 -0.599 -0.619
H 1.421 0.503 -3.121
H 0.511 -0.479 0.419
```

The calculation puts the HOMO energy at -12.876 eV. The value obtained for the relative energy (zero: lowest compared OMol25 entry of this formula, charge and spin) is 1.9 kJ/mol. Its max |F| is 0.4 eV Å⁻¹. The net charge is +1.

=====

Record 5
A cluster of 3 separate species, C3H12O2S2 in total in a non-equilibrium geometry, computed with wB97M-V/def2-TZVPD.

The geometry in XYZ format:
```
19
Properties=species:S:1:pos:R:3
H -5.347 -4.161 -0.380
C 2.698 0.334 -0.804
O -4.973 3.199 -3.560
O -5.188 -3.617 -1.156
H 1.953 -0.950 0.672
H 2.607 -0.527 -1.456
S 1.851 -0.483 4.188
H 2.423 1.578 2.131
H 1.175 1.538 0.870
C 2.582 -0.057 0.690
H 2.155 -1.667 3.632
S 0.602 0.235 2.695
C 1.797 0.933 1.530
H -4.042 3.343 -3.750
H -4.306 -3.829 -1.430
H 3.602 0.899 -0.970
H 1.939 1.078 -1.048
H 3.533 -0.295 1.118
H -5.060 2.449 -2.974
```

The calculation puts the HOMO energy at -9.180 eV. The value obtained for the relative energy (zero: lowest compared OMol25 entry of this formula, charge and spin) is 81.6 kJ/mol. Its SMILES is CCCSS.O.O. Its max |F| is 1.8 eV Å⁻¹. The net charge is 0.

=====

Record 6
A cluster of 3 separate species, C3H12O3 in total in a non-equilibrium geometry, computed with wB97M-V/def2-TZVPD.

The geometry in XYZ format:
```
18
Properties=species:S:1:pos:R:3
O 0.469 -0.951 1.642
H 3.735 2.122 0.008
H -0.915 -0.429 -1.107
H -1.508 2.083 0.441
O -0.681 -3.649 -0.359
O 2.821 1.829 0.028
H -0.336 -1.481 1.663
H 0.853 0.892 0.864
H -1.702 -0.177 0.468
H -0.694 -4.616 -0.359
H 2.344 2.597 0.350
C 0.376 -0.055 0.546
H -1.021 -3.466 -1.249
C -1.319 1.616 -0.539
H -2.251 1.616 -1.105
H -0.466 2.202 -0.937
H 1.199 -0.333 -0.151
C -0.904 0.200 -0.202
```

The calculation puts the HOMO energy at -9.281 eV. The value obtained for the relative energy (zero: lowest compared OMol25 entry of this formula, charge and spin) is 82.4 kJ/mol. Its SMILES is CCCO.O.O. Its max |F| is 3.6 eV Å⁻¹. The net charge is 0.

=====

Record 7
A cluster of 3 separate species, C3H12O3 in total in a non-equilibrium geometry, computed with wB97M-V/def2-TZVPD.

The geometry in XYZ format:
```
18
Properties=species:S:1:pos:R:3
C -0.728 -0.597 -0.639
H 5.957 1.403 0.214
H 1.164 0.272 -0.256
O -1.352 0.248 0.375
H -1.538 -2.398 0.175
H -0.823 0.101 -1.481
H 5.152 1.501 -1.127
C 0.729 -0.731 -0.241
H -2.499 -1.686 -1.163
H -2.510 2.604 2.058
H -1.055 -2.544 -1.539
H -4.025 2.623 1.833
O 5.974 1.723 -0.688
H 1.377 -1.361 -0.820
H 0.791 -1.114 0.778
H -1.800 -0.294 1.035
C -1.491 -1.884 -0.790
O -3.322 2.132 2.275
```

The calculation puts the HOMO energy at -10.252 eV. The value obtained for the relative energy (zero: lowest compared OMol25 entry of this formula, charge and spin) is 29.0 kJ/mol. Its SMILES is CC(C)O.O.O. Its max |F| is 1.5 eV Å⁻¹. The net charge is 0.

=====

Kohn-Sham gap values (in eV) by entry order: 8.98, 9.24, 9.95, 9.47, 9.60, 10.03, 10.92.